ORCA calculation (ωB97M-V/def2-TZVPD) on a 12-piece molecular cluster, C39H111N15O12 overall at a distorted geometry.

The geometry in XYZ format:
```
177
Properties=species:S:1:pos:R:3:mulliken_charge:R:1
C -19.75084 -11.60575 2.15409 -0.794
O -20.23215 -12.23010 0.99425 -0.275
C -19.27335 -12.17054 -0.04223 -1.041
C -19.81274 -12.89921 -1.26763 1.024
C -19.02002 -12.67391 -2.57553 -1.147
N -21.18244 -12.46026 -1.68581 -0.842
H -20.51218 -11.64236 2.93082 0.243
H -19.48090 -10.55803 1.97921 0.318
H -18.83802 -12.08300 2.52963 0.318
H -18.98939 -11.14747 -0.31638 0.442
H -18.36701 -12.67720 0.31048 0.444
H -19.91667 -13.94683 -0.97515 -0.050
H -18.09380 -13.25636 -2.59303 0.057
H -18.73650 -11.63903 -2.77673 0.617
H -19.59532 -13.01422 -3.43467 -0.059
H -21.71480 -12.31126 -0.83075 0.241
H -21.05713 -11.56180 -2.14183 0.216
C -13.06133 -17.43933 -2.50584 -0.751
O -14.30795 -16.78124 -2.69649 -0.337
C -14.21806 -15.76158 -3.67897 -0.814
C -15.68480 -15.36629 -3.97792 0.485
C -16.51329 -16.42860 -4.68685 -1.246
N -15.79546 -14.18407 -4.87687 0.189
H -12.30929 -16.75987 -2.09559 0.275
H -12.78612 -17.80033 -3.50119 0.327
H -13.11799 -18.29443 -1.83525 0.249
H -13.62293 -14.91955 -3.31373 0.391
H -13.76165 -16.12011 -4.60972 0.433
H -16.09977 -15.03451 -3.02315 0.118
H -17.43374 -16.03010 -5.09632 0.018
H -16.64178 -17.31120 -4.05548 0.427
H -15.94952 -16.82414 -5.53912 0.231
H -15.04017 -14.29125 -5.55445 0.151
H -15.51394 -13.31402 -4.43577 -0.189
C -14.24582 -8.64165 -8.73009 -0.881
O -14.85826 -9.75410 -9.33248 -0.176
C -15.38959 -9.48152 -10.62692 -0.959
C -15.91931 -10.76877 -11.19201 0.512
C -16.41968 -10.59551 -12.63882 -1.561
N -17.03898 -11.23585 -10.32430 0.530
H -13.53310 -8.10164 -9.36303 0.353
H -13.77985 -8.92038 -7.78902 0.185
H -14.98246 -7.85376 -8.52256 0.375
H -16.13663 -8.68138 -10.60229 0.383
H -14.58845 -9.09952 -11.27056 0.579
H -15.19455 -11.58673 -11.16639 0.537
H -16.59629 -11.57841 -13.07546 0.316
H -15.78375 -10.02744 -13.31974 0.437
H -17.36560 -10.04669 -12.63927 0.177
H -16.66606 -11.10429 -9.38408 -0.044
H -17.00879 -12.25074 -10.42244 -0.389
C -26.42051 -14.54905 -7.26188 -0.789
O -25.05864 -14.86916 -7.26101 -0.366
C -24.31183 -14.33195 -6.19684 -0.493
C -22.81800 -14.20000 -6.46003 0.939
C -22.12893 -15.57374 -6.65084 -0.737
N -22.07168 -13.41764 -5.42397 0.976
H -26.90793 -14.84293 -6.32504 0.302
H -26.90390 -14.89594 -8.16950 0.296
H -26.55340 -13.45669 -7.23516 0.290
H -24.73893 -13.37487 -5.88249 0.475
H -24.36213 -15.05575 -5.36991 0.125
H -22.64127 -13.58403 -7.34858 0.162
H -21.05331 -15.47717 -6.80646 -0.340
H -22.62310 -16.07000 -7.48475 0.567
H -22.21709 -16.16047 -5.73467 -0.288
H -22.69217 -12.61547 -5.23799 -0.472
H -22.12836 -13.96512 -4.53854 -0.438
C -15.46724 -11.24518 -5.93904 -0.607
O -14.45926 -11.65262 -5.02210 -0.445
C -14.49311 -10.91733 -3.80247 -0.486
C -13.39662 -11.34968 -2.86246 0.873
C -13.37607 -10.52403 -1.59144 -1.570
N -12.07615 -11.13665 -3.47023 -0.776
H -15.35566 -10.16449 -6.06915 0.376
H -16.45213 -11.50694 -5.54526 0.141
H -15.28911 -11.67240 -6.92335 0.285
H -14.34240 -9.84700 -3.98940 0.479
H -15.50058 -11.06405 -3.39351 0.124
H -13.47172 -12.41280 -2.61961 -0.128
H -12.52591 -10.68609 -0.93547 0.400
H -14.27692 -10.68767 -0.98794 0.331
H -13.44434 -9.45820 -1.82932 0.322
H -12.02225 -11.81596 -4.23079 0.314
H -12.06387 -10.28214 -4.02530 0.308
C -23.86680 -16.98035 0.18727 -0.746
O -23.47190 -16.77366 -1.14070 -0.296
C -22.05831 -16.66998 -1.32803 -1.013
C -21.84256 -16.18188 -2.74131 0.368
C -20.41336 -16.20253 -3.28691 -0.756
N -22.33284 -14.83214 -2.98255 -0.093
H -24.94792 -17.02626 0.29659 0.240
H -23.44242 -16.21487 0.84603 0.300
H -23.48976 -17.93197 0.58407 0.296
H -21.62198 -15.94404 -0.63146 0.313
H -21.59551 -17.63976 -1.12483 0.468
H -22.31145 -16.93777 -3.38160 0.299
H -19.91644 -17.12469 -2.94437 0.712
H -19.63158 -15.56323 -2.86152 -0.001
H -20.34034 -16.21328 -4.37001 -0.273
H -21.82539 -14.06423 -2.52138 -0.081
H -23.26128 -14.80866 -2.56014 0.294
C -19.80097 -20.14378 -7.58400 -0.684
O -20.40295 -19.25300 -8.50404 -0.480
C -19.66510 -18.06759 -8.68621 -0.316
C -20.27109 -17.07173 -9.62742 1.031
C -20.31064 -17.49426 -11.09150 -1.793
N -19.53252 -15.80618 -9.58556 0.732
H -18.73449 -20.24118 -7.80590 0.315
H -20.30149 -21.10114 -7.70093 0.273
H -19.94763 -19.72199 -6.58462 0.233
H -19.66912 -17.61997 -7.67856 0.082
H -18.63695 -18.33706 -8.96024 0.426
H -21.31078 -16.88973 -9.32445 -0.269
H -19.33347 -17.72089 -11.52388 0.207
H -20.67373 -16.72678 -11.77868 0.433
H -20.96451 -18.36837 -11.12310 0.486
H -19.86700 -15.20726 -10.32863 0.151
H -19.78506 -15.39258 -8.69117 -0.822
C -24.60719 -11.41422 -3.77676 -1.097
O -23.63368 -11.13943 -4.76418 -0.255
C -23.50403 -9.72155 -5.05100 -1.224
C -22.36045 -9.48797 -6.06733 0.766
C -22.72902 -9.91477 -7.47299 -0.663
N -21.12407 -10.14265 -5.61173 -0.558
H -24.86493 -12.47316 -3.78253 0.314
H -25.51436 -10.84502 -4.00039 0.384
H -24.35005 -11.18052 -2.73870 0.256
H -24.44078 -9.36891 -5.48783 0.460
H -23.30285 -9.25573 -4.08439 0.478
H -22.24915 -8.39801 -6.03478 0.364
H -21.82437 -10.01203 -8.07755 -0.328
H -23.45220 -9.27610 -7.97708 0.497
H -23.07600 -10.95397 -7.44276 0.089
H -21.42728 -10.83103 -4.93387 -0.211
H -20.73084 -10.61975 -6.41156 0.016
C -13.91302 -17.38698 -10.95483 -0.701
O -15.28586 -17.68271 -11.07208 -0.391
C -16.13649 -16.56285 -11.22984 -0.511
C -16.08037 -15.51946 -10.12546 0.661
C -16.25805 -15.95251 -8.67924 -0.329
N -16.91935 -14.35249 -10.45024 -0.352
H -13.58934 -16.81915 -11.83683 0.316
H -13.40008 -18.32456 -11.18936 0.317
H -13.57620 -17.00705 -9.99224 0.225
H -15.86080 -16.10178 -12.18623 0.380
H -17.12707 -17.01089 -11.32354 -0.210
H -15.08684 -15.04976 -10.09149 0.394
H -15.35860 -16.42502 -8.27060 0.419
H -17.07940 -16.65694 -8.51881 -0.316
H -16.51340 -15.16156 -7.97201 -0.012
H -17.04792 -13.87597 -9.55534 0.071
H -17.86570 -14.70420 -10.59518 -0.065
N -18.96561 -8.85699 -10.37869 -0.367
C -19.61212 -8.69464 -9.18833 0.292
N -19.30709 -9.71885 -8.32814 0.253
O -20.40690 -7.79773 -8.93421 -0.721
H -18.20275 -9.53194 -10.42415 0.075
H -19.09326 -8.23522 -11.15656 0.222
H -19.39203 -9.57015 -7.33621 0.322
H -18.71011 -10.47085 -8.63023 -0.325
N -20.95529 -13.32785 -12.14535 -0.381
C -20.72892 -12.30579 -11.29253 0.533
N -20.01178 -11.27137 -11.77576 -0.215
O -21.21240 -12.31918 -10.15258 -0.697
H -21.63146 -13.98602 -11.79575 0.251
H -20.57182 -13.39751 -13.06821 0.141
H -19.83058 -10.50474 -11.14693 0.217
H -19.63219 -11.36530 -12.69795 0.147
N -20.02874 -12.58194 -7.37021 2.899
C -18.77139 -13.08242 -7.20647 -0.908
N -18.66382 -13.76737 -6.02593 1.885
O -17.85952 -12.98006 -8.03455 -0.341
H -20.71487 -12.95930 -6.72567 -0.808
H -20.18999 -12.41873 -8.36020 -0.654
H -17.72573 -14.08316 -5.80777 -0.564
H -19.50407 -14.03292 -5.54074 -0.668
```

The total energy is -3276.69553 a.u. Its spin multiplicity is 1. The LUMO energy is 0.5 eV. For the orbital gap, the calculation gives 9.07 eV.